A structure of composition C12H19BaBrN3O5P in a non-equilibrium geometry, computed with ωB97M-V with the def2-TZVPD basis set.

* molar mass: 533.51 Da
* orbital gap: 4.82 eV
* HOMO: -13.5651 eV
* largest force on an atom: 10.7 eV Å⁻¹
* spin multiplicity: 1
* total energy: -107455.544 eV
* net charge: +2

XYZ file:
```
42
Properties=species:S:1:pos:R:3:forces:R:3
C -0.143 2.854 0.886 0.52 -2.40 -0.12
C 0.370 1.493 0.744 -0.39 2.96 -0.88
C -0.022 0.526 -0.495 -0.35 1.26 -0.37
N 1.050 -0.270 -1.157 1.19 -0.18 1.85
C 1.832 -1.088 -0.202 -0.32 -3.98 0.29
C 2.972 -0.565 0.789 0.34 -0.31 0.08
O 1.610 -2.345 -0.194 0.44 4.77 0.49
C 2.024 0.567 -1.917 2.65 3.22 -1.82
C 2.434 0.030 -3.388 -0.36 0.70 0.45
O 2.541 1.639 -1.527 -2.37 -4.13 -0.39
C -1.285 -0.314 0.168 -0.44 1.98 -0.86
O -1.243 -0.048 1.597 0.12 -3.50 0.61
C -1.182 -1.255 2.367 -0.56 1.15 1.37
C -1.103 -0.763 3.954 -2.63 2.74 -0.31
P -1.613 -2.102 -0.448 -3.12 -2.32 -1.22
N -3.180 -2.505 -0.330 2.38 0.51 -0.36
O -2.534 0.359 -0.202 0.96 0.72 -0.44
C -2.381 1.430 -1.154 -0.99 0.32 -0.08
O -3.232 2.284 -1.449 3.81 -4.08 1.59
C -0.886 1.183 -1.705 -1.60 3.90 -0.36
N -0.489 2.523 -2.219 0.72 -1.09 0.10
Br -1.164 0.144 -3.375 0.22 -0.19 1.05
H -0.936 2.993 1.716 2.55 0.60 -0.37
H 0.228 3.703 0.214 -1.85 -1.53 0.15
H 1.050 1.151 1.616 -2.23 -0.47 -1.02
H 3.765 -1.406 0.850 -1.28 1.47 -0.28
H 3.448 0.431 0.501 -0.78 -1.37 0.32
H 2.567 -0.442 1.873 0.33 -0.11 -1.70
H 2.514 0.983 -4.036 -0.19 -1.56 1.09
H 3.487 -0.433 -3.382 -1.70 0.52 0.18
H 1.633 -0.662 -3.811 1.36 0.82 0.66
H -0.223 -1.887 2.161 -2.11 1.13 -1.52
H -2.132 -1.907 2.311 1.40 0.73 -0.35
H -0.026 -0.797 4.381 -5.39 5.60 0.48
H -1.468 0.336 3.962 0.53 -1.84 -0.03
H -1.876 -1.371 4.599 1.79 0.92 -0.74
H -0.801 -3.021 0.315 0.09 0.98 -0.24
H -1.222 -2.289 -1.830 0.67 0.67 1.18
H -3.466 -2.753 -1.299 -0.10 0.31 0.94
H -0.889 3.296 -1.670 0.09 -0.66 -0.49
H -0.735 2.588 -3.215 0.12 0.29 0.89
Ba 0.709 -2.291 3.998 6.48 -8.54 0.17
```
Positions in Å, forces in eV/Å.

Löwdin population analysis, charges in e, atoms 1 to 5:
1 C 0.06
2 C -0.06
3 C -0.25
4 N 0.00
5 C -0.33